Entry 1:
A 2-piece molecular cluster, C5H11N2 overall. Source: OMol25; level of theory: ωB97M-V/def2-TZVPD.

LUMO (alpha / beta) (eV): -3.159 / -5.562
Energy relative to the best compared isomer or geometry (same formula, charge and spin) (eV): 0.883
HOMO energy (alpha / beta) (Ha): -0.4096 / -0.5124
Expectation value of S²: 2.021
Spin multiplicity: 3
Charge: +1

Geometry as XYZ:
```
18
C5H11N2 ωB97M-V/def2-TZVPD
C 0.181 0.574 -0.556
C 0.690 1.248 -1.585
C -1.028 0.944 0.267
C -1.538 -0.417 0.726
C 0.724 -0.643 0.029
N 1.407 -1.587 -0.664
N -0.279 -1.176 1.004
H 1.583 0.925 -2.086
H 0.245 2.158 -1.934
H -0.716 1.551 1.121
H -1.767 1.504 -0.297
H -2.183 -0.383 1.604
H -2.066 -0.914 -0.092
H 1.930 0.397 1.366
H 1.910 -1.249 -1.474
H 1.900 -2.309 -0.155
H 0.037 -1.004 1.964
H -0.402 -2.188 0.878
```

***

Entry 2:
A 2-piece molecular cluster, C21H25N2O2S overall. Source: OMol25; level of theory: ωB97M-V/def2-TZVPD.

LUMO (eV): -4.455
Energy relative to the best compared isomer or geometry (same formula, charge and spin) (eV): 0.054
HOMO energy (Ha): -0.4054
Charge: +1

Geometry as XYZ:
```
51
C21H25N2O2S ωB97M-V/def2-TZVPD
C -1.151 -3.805 0.757
C -0.896 -2.350 1.075
N 0.430 -1.894 0.673
C 1.388 -2.766 0.799
N 1.221 -4.081 1.078
C -0.073 -4.678 1.329
C 2.376 -4.931 1.275
C 3.589 -4.126 0.845
S 3.097 -2.390 0.586
H -2.117 -4.129 1.139
H -1.159 -3.932 -0.323
H -1.616 -1.709 0.561
H -1.046 -2.192 2.161
H -0.192 -4.818 2.412
H -0.062 -5.662 0.855
H 2.454 -5.243 2.328
H 2.269 -5.833 0.661
H 4.390 -4.143 1.592
H 3.965 -4.485 -0.119
C -2.978 5.190 3.574
O -1.992 4.182 3.888
C -1.493 3.382 2.910
C -0.540 2.403 3.308
C -0.025 1.531 2.383
C -0.396 1.614 1.004
C 0.295 0.786 0.085
C 0.437 0.984 -1.306
C 1.050 -0.057 -2.074
C 1.220 0.066 -3.430
C 0.694 1.205 -4.109
O 0.702 1.180 -5.467
C -0.048 2.173 -6.203
C 0.151 2.285 -3.363
C 0.077 2.187 -1.983
C -1.422 2.534 0.642
C -1.915 3.452 1.553
H -3.253 5.588 4.549
H -2.546 5.987 2.953
H -3.863 4.767 3.078
H -0.230 2.375 4.350
H 0.734 0.803 2.668
H 0.878 -0.032 0.508
H 1.396 -0.941 -1.539
H 1.721 -0.704 -4.010
H 0.104 1.887 -7.242
H -1.119 2.140 -5.958
H 0.341 3.187 -6.032
H -0.203 3.187 -3.865
H -0.223 3.057 -1.410
H -1.796 2.551 -0.379
H -2.625 4.218 1.234
```

***

Entry 3:
C26H57GaN7O6Si as an isolated structure. Source: OMol25; level of theory: ωB97M-V/def2-TZVPD.

LUMO (eV): 1.844
HOMO energy (Ha): -0.1412
Charge: -1

Geometry as XYZ:
```
98
C26H57GaN7O6Si ωB97M-V/def2-TZVPD
C 2.614 -2.983 2.642
Si 2.816 -1.282 1.740
C 2.637 0.088 3.084
C 4.545 -1.038 0.894
Ga 1.209 -1.153 -0.002
C -0.771 -1.229 0.701
C -1.049 -0.744 2.228
C -2.527 -0.670 2.983
C -3.736 -1.223 1.967
C -3.244 -1.704 0.491
N -1.898 -1.707 -0.148
H 1.777 -3.654 2.131
H 2.233 -2.762 3.736
H 3.620 -3.600 2.607
H 1.815 -0.181 3.905
H 3.677 0.155 3.667
H 2.427 1.170 2.663
H 4.591 -1.817 0.006
H 4.507 0.035 0.386
H 5.456 -1.093 1.628
H 1.410 0.285 -0.707
H 1.509 -2.280 -1.124
H -0.103 -0.402 2.863
H -2.706 -0.308 4.080
H -4.874 -1.259 2.326
H -4.123 -2.129 -0.199
C -6.279 2.324 -2.794
C -6.272 1.987 -1.328
O -7.175 2.336 -0.573
N -5.219 1.269 -0.842
C -4.072 0.771 -1.563
H -7.177 2.897 -3.035
H -5.404 2.931 -3.041
H -6.284 1.405 -3.388
H -5.284 1.080 0.152
H -4.048 -0.316 -1.454
H -3.174 1.198 -1.109
H -4.101 1.029 -2.622
C 4.459 -5.284 -2.633
C 4.833 -3.901 -2.176
O 5.117 -3.654 -1.007
N 4.853 -2.904 -3.106
C 4.554 -2.994 -4.515
H 4.487 -5.972 -1.785
H 3.445 -5.280 -3.042
H 5.171 -5.634 -3.386
H 5.114 -2.002 -2.725
H 5.437 -2.669 -5.071
H 3.723 -2.317 -4.730
H 4.285 -4.006 -4.821
C -8.730 -3.267 -1.939
C -8.227 -1.850 -1.894
O -7.175 -1.512 -2.429
N -8.981 -0.926 -1.231
C -10.234 -1.125 -0.545
H -8.027 -3.888 -2.500
H -8.812 -3.666 -0.924
H -9.701 -3.303 -2.442
H -8.579 0.005 -1.243
H -10.981 -0.474 -1.006
H -10.099 -0.835 0.500
H -10.576 -2.160 -0.592
C 8.214 2.029 3.842
C 7.634 0.675 3.537
O 6.531 0.328 3.951
N 8.374 -0.180 2.773
C 9.679 0.042 2.199
H 7.514 2.597 4.458
H 9.151 1.917 4.396
H 8.385 2.579 2.913
H 7.919 -1.071 2.610
H 9.595 -0.067 1.114
H 10.355 -0.725 2.586
H 10.076 1.030 2.435
C -10.010 2.910 -0.092
C -10.808 2.261 1.006
O -10.887 1.042 1.123
N -11.457 3.073 1.889
C -11.486 4.515 1.918
H -9.551 2.140 -0.716
H -10.667 3.519 -0.720
H -9.217 3.527 0.338
H -11.973 2.565 2.600
H -11.088 4.844 2.881
H -12.528 4.836 1.831
H -10.901 4.960 1.112
C 9.369 3.201 -0.405
C 9.898 1.903 -0.949
O 9.522 0.814 -0.525
N 10.826 1.959 -1.948
C 11.389 3.131 -2.575
H 8.639 2.999 0.382
H 10.187 3.787 0.023
H 8.873 3.764 -1.201
H 11.136 1.047 -2.263
H 11.168 3.083 -3.644
H 12.472 3.106 -2.430
H 10.989 4.058 -2.162
```

***

Entry 4:
One molecule with the formula C2H2N3P. Source: OMol25; level of theory: ωB97M-V/def2-TZVPD.

LUMO (alpha / beta) (eV): 0.523 / -4.392
Energy relative to the best compared isomer or geometry (same formula, charge and spin) (eV): 0.000
HOMO energy (alpha / beta) (Ha): -0.2417 / -0.4096
Expectation value of S²: 2.009
Spin multiplicity: 3

Geometry as XYZ:
```
8
C2H2N3P ωB97M-V/def2-TZVPD
C 0.543 -1.291 -0.715
C -1.297 0.148 -0.631
N 1.137 -2.146 -1.189
N -2.376 0.433 -0.882
N 0.012 -0.174 -0.252
P 0.542 0.432 1.418
H -0.228 1.517 1.165
H 1.668 1.081 1.086
```

***

Entry 5:
C27H18Cl5NO8RuS2 as an isolated structure. Source: OMol25; level of theory: ωB97M-V/def2-TZVPD.

LUMO (eV): -2.188
HOMO energy (Ha): -0.3051

Geometry as XYZ:
```
62
C27H18Cl5NO8RuS2 ωB97M-V/def2-TZVPD
Ru 1.347 0.487 -1.550
O 5.343 0.896 -0.500
S 4.287 -0.056 -0.678
O 4.622 -1.449 -0.571
O 3.416 0.260 -1.844
C 3.210 0.318 0.758
C 3.873 0.403 1.956
C 3.417 1.020 3.117
C 2.092 1.304 3.421
C 1.063 0.763 2.677
C 1.195 0.280 1.379
S -1.254 1.122 0.383
O -1.612 2.373 0.971
O -0.655 -1.514 -0.457
O -0.616 1.209 -0.918
H 4.869 -0.019 1.947
H 4.146 1.180 3.902
H 1.867 1.725 4.392
H 0.090 0.634 3.144
C -4.836 0.724 1.448
C -3.780 -0.206 1.980
C -3.301 -0.038 3.276
C -2.336 -0.888 3.793
C -1.807 -1.894 3.002
C -2.268 -2.064 1.702
N -1.712 -3.089 0.899
C -1.103 -2.821 -0.308
C -0.964 -3.683 -1.326
C -0.180 -3.405 -2.510
C 0.877 -2.581 -2.598
C 1.485 -1.902 -1.458
C 0.759 -1.448 -0.403
C 1.146 -1.177 1.031
O 1.171 -2.041 1.875
O 2.066 1.047 0.500
C -3.280 -1.246 1.185
C -3.823 -1.479 -0.199
H -5.023 1.535 2.151
H -5.780 0.201 1.279
H -4.544 1.169 0.494
H -3.699 0.763 3.885
H -1.981 -0.758 4.808
H -1.012 -2.529 3.370
H -1.404 -3.921 1.374
H -1.479 -4.632 -1.256
H -0.445 -3.971 -3.396
H 1.417 -2.523 -3.535
H 2.562 -1.986 -1.368
H -3.685 -2.515 -0.503
H -3.318 -0.856 -0.946
H -4.885 -1.247 -0.247
Cl 3.058 3.831 -0.867
C 2.090 3.540 -2.268
C 1.508 2.299 -2.441
C 0.792 2.124 -3.605
Cl 0.254 0.425 -3.705
C 0.568 3.066 -4.581
Cl -0.350 2.692 -5.983
C 1.135 4.323 -4.363
Cl 0.896 5.570 -5.524
C 1.900 4.554 -3.216
Cl 2.610 6.102 -2.975
```

***

Entry 6:
C3H4Br2O2 as an isolated structure. Source: OMol25; level of theory: ωB97M-V/def2-TZVPD.

LUMO (eV): -1.015
Energy relative to the best compared isomer or geometry (same formula, charge and spin) (eV): 1.767
HOMO energy (Ha): -0.3613

Geometry as XYZ:
```
11
C3H4Br2O2 ωB97M-V/def2-TZVPD
C -0.380 -0.340 0.329
C 0.736 0.235 -0.569
C -2.903 -1.625 0.325
O -0.267 -0.649 1.495
O -1.367 -0.540 -0.454
Br -3.444 -2.458 -1.300
Br -4.138 -0.597 1.124
H 0.242 0.942 -1.283
H 1.390 0.714 0.008
H 1.457 -0.572 -1.063
H -2.317 -2.367 0.851
```

***

Entry 7:
A 2-piece molecular cluster, C6H16O overall. Source: OMol25; level of theory: ωB97M-V/def2-TZVPD.

SMILES: CCCCCC.O
LUMO (eV): 0.874
Energy relative to the best compared isomer or geometry (same formula, charge and spin) (eV): 1.305
HOMO energy (Ha): -0.3912

Geometry as XYZ:
```
23
C6H16O ωB97M-V/def2-TZVPD
C 0.398 -2.139 0.515
C 1.141 -0.946 1.223
C 1.459 0.157 0.135
C 0.150 0.589 -0.536
C -1.119 0.912 0.371
C -0.873 2.227 1.067
H 0.782 -2.415 -0.470
H 0.822 -2.982 1.081
H -0.688 -2.081 0.435
H 0.403 -0.492 1.896
H 1.950 -1.350 1.810
H 1.988 0.948 0.673
H 2.175 -0.347 -0.522
H -0.272 -0.017 -1.367
H 0.388 1.510 -1.066
H -2.055 0.927 -0.217
H -1.231 -0.032 0.902
H -0.535 3.002 0.359
H -0.073 2.054 1.811
H -1.651 2.743 1.617
O -1.121 -0.491 -3.567
H -0.542 -0.432 -2.791
H -1.495 -1.346 -3.358
```

***

Entry 8:
A 2-piece molecular cluster, CH3IO2P overall. Source: OMol25; level of theory: ωB97M-V/def2-TZVPD.

LUMO (alpha / beta) (eV): 2.688 / 2.927
Energy relative to the best compared isomer or geometry (same formula, charge and spin) (eV): 3.399
HOMO energy (alpha / beta) (Ha): -0.1863 / -0.1366
Charge: -1

Geometry as XYZ:
```
8
CH3IO2P ωB97M-V/def2-TZVPD
C 0.163 -0.171 0.068
O -3.548 2.102 -1.334
O -3.451 2.229 1.186
P -3.120 1.521 -0.070
I -4.405 -0.730 0.024
H 0.011 -1.229 -0.286
H 0.788 0.269 -0.665
H -0.445 0.262 0.790
```